1.
{
  "formula": "C5H10NO",
  "method": "ωB97M-V with the def2-TZVPD basis set",
  "symbols": ["O", "H", "H", "H", "H", "H", "C", "C", "H", "H", "C", "C", "H", "H", "H", "N", "C"],
  "coordinates": [[2.22016, 0.58640, -1.12783], [-1.39737, -1.31464, 1.35864], [-1.66575, 1.02544, 0.77516], [0.28239, 0.99573, -2.09560], [2.05517, 0.45747, 1.26832], [0.59795, 0.52772, 2.17687], [-0.94626, -1.91974, -0.71550], [1.09751, 0.97290, -1.25878], [-1.33735, 0.73634, -1.01718], [-0.81151, -3.01626, -0.68784], [0.39345, 1.20961, 0.06980], [-0.98642, 0.45451, 0.04311], [-1.04368, -1.46504, -1.66646], [1.15476, -0.71700, 0.92410], [0.32946, 2.27183, 0.39184], [1.09466, 0.23855, 1.21363], [-1.03717, -1.04382, 0.34773]],
  "forces_ev_per_angstrom": [[0.44, -0.08, -1.93], [0.98, -0.16, -0.51], [0.76, -0.88, -1.16], [2.16, 0.13, 0.25], [1.68, 0.96, 0.40], [1.43, -1.61, -2.67], [0.03, 0.73, 2.75], [-1.23, -0.55, 1.70], [-0.20, -0.82, 1.56], [-0.57, 0.78, 0.32], [-1.29, -2.85, 1.80], [-1.93, 2.54, -0.47], [0.54, 0.20, -1.08], [-1.20, -1.07, -0.07], [0.21, -0.89, 0.13], [-1.23, 4.46, 1.22], [-0.60, -0.90, -2.23]],
  "nbo_charge": [-0.472, 0.239, 0.245, 0.169, 0.441, 0.467, -0.307, 0.418, 0.235, 0.238, -0.101, -0.482, 0.195, 0.460, 0.268, -0.724, -0.290],
  "e_lumo_ev": -4.0218,
  "homo_energy_ev": -14.0,
  "smiles": "C=CC[C@@H]([NH3+])C=O",
  "homo_lumo_gap_ev": 9.98,
  "total_charge": 1,
  "relative_energy_kj_mol": 340.1
}

---

2.
{
  "formula": "C5H10NO",
  "method": "ωB97M-V with the def2-TZVPD basis set",
  "symbols": ["H", "H", "C", "H", "C", "C", "H", "H", "H", "H", "C", "H", "H", "C", "N", "H", "O"],
  "coordinates": [[0.38241, 1.49142, -1.28353], [2.70127, 0.65491, -0.08960], [-0.26210, 1.03662, 0.71874], [-2.58880, -1.29963, -0.16553], [-0.82144, -0.19939, 0.19779], [-2.23446, -0.34047, -0.35637], [-2.70662, 0.58452, 0.16041], [1.78929, -2.14730, -0.00703], [1.90953, 0.03109, -1.57529], [1.43039, -1.07748, 1.43141], [1.69954, 0.13046, -0.44729], [0.18388, 0.87531, 1.74234], [-2.20433, -0.26623, -1.40064], [1.24304, -1.11993, 0.32870], [0.58866, 1.05520, -0.39480], [-0.98044, 1.89137, 1.01918], [-0.12982, -1.30049, 0.12149]],
  "forces_ev_per_angstrom": [[-0.50, 0.30, 0.54], [-2.04, -1.45, -0.02], [-1.60, 0.49, 4.00], [-0.92, -1.49, 0.88], [-2.06, -1.24, -0.88], [1.71, 3.81, 2.46], [-0.30, -2.03, -1.26], [-1.36, 2.63, 0.59], [-0.39, -0.66, 1.73], [-0.02, 0.38, -0.93], [2.05, 1.52, -1.29], [0.51, 0.19, -1.18], [-0.07, 0.54, -1.66], [3.26, -2.99, 0.54], [1.26, 0.71, -1.67], [1.04, -1.22, -1.58], [-0.57, 0.50, -0.27]],
  "nbo_charge": [0.436, 0.255, -0.356, 0.274, 0.643, -0.672, 0.243, 0.262, 0.241, 0.221, -0.274, 0.250, 0.266, -0.136, -0.534, 0.286, -0.405],
  "e_lumo_ev": -4.1135,
  "homo_energy_ev": -14.2,
  "homo_lumo_gap_ev": 10.05,
  "total_charge": 1,
  "relative_energy_kj_mol": 303.3
}